Entry 1:
A 2-piece molecular cluster, C5H12NO2 overall, computed with ωB97M-V/def2-TZVPD.

Computed properties:
Total charge: +1

```
20
C5H12NO2 ωB97M-V/def2-TZVPD
O -0.30 0.64 -1.88
C 0.89 0.60 -1.68
C 1.64 -0.20 -0.68
C 0.97 -1.54 -0.20
C -0.57 -1.88 -0.44
C -2.29 -0.93 0.98
N -1.51 -0.86 -0.03
H 1.53 1.27 -2.29
H 2.61 -0.45 -1.15
H 2.03 0.42 0.15
H 1.54 -2.28 -0.75
H 1.18 -1.57 0.87
H -0.58 -2.03 -1.52
H -0.74 -2.78 0.13
H -3.02 -0.16 1.09
H -2.14 -1.72 1.72
H -1.65 -0.04 -0.63
H 0.05 4.22 2.81
H 0.32 5.10 1.68
O 0.01 4.21 1.83
```

Mulliken population analysis, charges in e, atoms 1 to 2: O -0.561; C 0.090

Entry 2:
A 2-piece molecular cluster, C5H12NO3 overall, computed with ωB97M-V/def2-TZVPD.

Computed properties:
Total charge: +1

```
21
C5H12NO3 ωB97M-V/def2-TZVPD
O 2.07 -0.49 -0.50
C 1.28 -0.60 -1.43
O 1.58 -1.03 -2.64
C -0.27 -0.35 -1.35
C -0.80 -1.20 -0.18
C -0.95 -0.30 1.12
C 0.57 -0.07 3.11
N 0.47 -0.24 1.81
H 2.50 -1.30 -3.00
H -0.67 -0.83 -2.27
H -0.38 0.70 -1.39
H -1.92 -1.49 -0.36
H -0.16 -2.04 0.08
H -1.61 -0.73 1.90
H -1.22 0.79 0.95
H 1.74 0.05 3.63
H -0.27 -0.20 3.73
H 1.31 -0.39 1.19
H -1.87 3.07 -1.72
H -0.51 3.77 -1.25
O -0.88 2.86 -1.43
```

Mulliken population analysis, charges in e, atoms 1 to 2: O -0.721; C 0.622

Entry 3:
A 2-piece molecular cluster, C5H12NO3P overall, computed with ωB97M-V/def2-TZVPD.

Computed properties:
Spin multiplicity: 3
⟨S²⟩: 2.006

```
22
C5H12NO3P ωB97M-V/def2-TZVPD
C 0.80 -1.12 2.35
C -1.44 -1.52 1.48
C 2.65 0.31 -2.40
C -1.12 2.21 -2.45
C -0.61 -0.49 2.19
N 0.97 -2.33 2.22
O -0.39 0.75 1.49
O 1.43 0.35 -1.95
O -0.83 1.40 -1.32
P 0.22 0.19 -1.01
H -2.56 -1.45 1.79
H -1.20 -1.40 0.49
H -1.20 -2.57 1.66
H 3.10 -0.67 -2.41
H 1.44 -0.29 2.36
H 2.75 1.05 -3.26
H -1.82 2.99 -2.10
H -1.84 1.63 -3.06
H -0.26 2.58 -3.10
H -0.79 -0.24 3.28
H 1.95 -2.67 2.22
H -1.24 1.28 1.51
```

Mulliken population analysis, charges in e, atoms 1 to 2: C -0.246; C -1.013

Entry 4:
A 3-piece molecular cluster, C5H12NO4 overall, computed with ωB97M-V/def2-TZVPD.

Computed properties:
Total charge: -1

```
22
C5H12NO4 ωB97M-V/def2-TZVPD
O 0.13 -0.28 1.42
C -0.58 -0.75 0.50
O -1.69 -0.27 0.16
C -0.03 -1.86 -0.40
C 0.46 -1.22 -1.70
C 1.37 0.01 -1.72
C 1.43 0.95 -2.66
N 2.10 0.16 -0.53
H 0.85 -2.32 0.08
H -0.86 -2.49 -0.65
H -0.41 -0.76 -2.20
H 0.96 -1.86 -2.42
H 1.15 0.83 -3.68
H 1.86 1.91 -2.30
H 2.79 0.89 -0.74
H 1.72 0.00 0.40
H -0.85 0.69 2.99
H -1.61 -0.26 3.99
O -1.13 0.56 3.91
H -2.08 1.54 1.41
H -3.15 2.14 2.38
O -2.44 2.37 1.77
```

Mulliken population analysis, charges in e, atoms 1 to 2: O -0.822; C 0.702

Taking the records one at a time from the top gives relative energy (zero: lowest compared OMol25 entry of this formula, charge and spin) values of 172.9; 176.1; 122.7; 80.3 kJ/mol.
Taking the records one at a time from the top gives strongest force on any atom values of 3.03; 5.55; 4.07; 3.30 eV/Å.